{
  "formula": "C3H4O4",
  "method": "ωB97M-V/def2-TZVPD",
  "symbols": ["C", "H", "H", "O", "H", "H", "O", "O", "C", "O", "C"],
  "xyz": [[0.134037, -0.631061, 0.765745], [0.186349, 2.291468, 0.810583], [-0.436161, -0.720612, -1.258616], [-0.757980, 2.306147, 0.601584], [1.176789, -2.568267, -0.734275], [1.058178, 0.367426, -0.868450], [1.591705, -1.700150, -0.622537], [-2.272510, 0.846906, -0.147535], [0.325792, -0.371468, -0.575261], [0.139903, -0.907275, 1.876994], [-1.146104, 1.086887, 0.151769]],
  "forces_ev_per_angstrom": [[-0.559, 1.592, 0.851], [-0.170, 0.015, -0.031], [-0.067, 0.187, 0.071], [0.073, 0.056, -0.076], [-0.004, 0.203, -0.114], [-0.156, 0.119, 0.196], [-0.581, 0.545, -0.416], [0.067, 0.175, -0.083], [1.494, -2.278, -0.220], [-0.122, -0.104, -0.700], [0.023, -0.511, 0.522]],
  "charge": 0,
  "relative_energy_kj_mol": 486.8,
  "max_force_ev_per_a": 2.73,
  "homo_lumo_gap_ev": 7.995,
  "lumo_energy_ev": -0.30,
  "homo_energy_ha": -0.3047
}